62
Properties=species:S:1:pos:R:3 method="wB97M-V/def2-TZVPD" orbital_gap_ev="7.1 / 7.6" spin_multiplicity=4 energy_ev=-131681.701 e_above_lowest_kcal_mol=0.0 total_charge=+2 homo_ha="-0.507 / -0.509"
Cr 0.91107 0.74742 -0.49881
C 4.78530 -4.44908 2.43141
C 3.76604 -3.41118 2.05333
C 2.47117 -3.43600 2.53142
C 1.51215 -2.47669 2.16745
C 0.20168 -2.63100 2.69641
N -0.80378 -1.87914 2.39894
C -2.14661 -2.03792 2.94090
C -2.75770 -0.68429 3.28794
C -2.84645 0.26975 2.10411
N -3.66766 -0.33998 1.05134
C -3.85861 0.02991 -0.17799
C -3.24264 1.03074 -0.98487
C -4.12293 1.53950 -1.97045
C -3.79798 2.56993 -2.82102
C -4.76307 3.12321 -3.83183
C -2.49718 3.05188 -2.71670
C -1.55379 2.51450 -1.84553
C -0.21963 3.05295 -1.94506
N 0.86124 2.54223 -1.48236
C 2.10816 3.26499 -1.77036
C 3.09653 2.34527 -2.46639
C 3.84240 1.45216 -1.50084
N 2.97855 0.58817 -0.65040
C 3.63806 -0.36419 -0.09333
C 3.16379 -1.38932 0.79872
C 4.08090 -2.36814 1.18932
C 1.84435 -1.41939 1.28521
O 0.95512 -0.51466 0.95785
C -1.89138 1.48273 -0.93299
O -1.00878 0.95442 -0.13725
H 4.38581 -5.14341 3.16760
H 5.67697 -3.98533 2.85333
H 5.09343 -5.02525 1.55850
H 2.17166 -4.22926 3.20812
H 0.02226 -3.43615 3.40354
H -0.60888 -1.15777 1.69949
H -2.08737 -2.66059 3.83193
H -2.74806 -2.57941 2.20635
H -2.17205 -0.20189 4.07119
H -3.75299 -0.85401 3.70625
H -1.87567 0.52175 1.68439
H -3.32432 1.20309 2.40713
H -4.29890 -1.06267 1.37571
H -4.68646 -0.49014 -0.65133
H -5.11967 1.11499 -2.02879
H -5.78589 2.82886 -3.60580
H -4.52295 2.76158 -4.83263
H -4.72195 4.21159 -3.85452
H -2.18580 3.85903 -3.37254
H -0.13998 3.98323 -2.50924
H 2.52716 3.62855 -0.82852
H 1.88682 4.13589 -2.38828
H 3.84147 2.95231 -2.98217
H 2.58427 1.75925 -3.23366
H 4.43991 2.07765 -0.83281
H 4.52701 0.81258 -2.05825
H 4.70384 -0.43145 -0.31820
H 5.09016 -2.30613 0.79434
Se 0.45014 -0.60868 -2.48504
C -0.04131 -2.00670 -1.39713
N -0.36697 -2.83029 -0.65709